one.
DFT (ωB97M-V/def2-TZVPD) results for a 3-piece molecular cluster, C5H9O3 overall.

Positions of all 17 atoms, in Å:
1 O 2.52137 1.29210 -1.33190
2 C 1.45074 0.66079 -1.60534
3 O -1.09884 2.23548 0.96119
4 C 0.42191 0.59193 -0.31027
5 C -0.77282 -0.10275 -0.55246
6 C -1.70124 -0.54818 0.79409
7 C -1.34822 -1.28824 -0.33978
8 O 0.50074 -2.33002 0.89474
9 H 0.14290 1.66734 -0.04691
10 H 1.51757 -0.41182 -1.89040
11 H -1.21783 -0.94016 1.71218
12 H 1.21940 -2.96232 0.97480
13 H -0.81477 2.47903 1.84841
14 H 0.78514 1.15247 -2.36596
15 H -1.76993 0.56066 0.98237
16 H -0.81350 -2.27180 -0.28983
17 H 0.97737 0.21548 0.56507

total charge: -1
orbital gap: 5.60 eV
LUMO: 1.071 eV
2S+1: 1

---

two.
DFT (ωB97M-V/def2-TZVPD) results for an isolated ion of composition C5H9O3 and charge -1.

Positions of all 17 atoms, in Å:
1 C 2.26476 -0.76814 -0.12323
2 O 2.06157 0.66763 0.05995
3 C 0.74705 0.84046 0.70698
4 C -0.34940 0.93237 -0.46381
5 C -1.29341 -0.35165 -0.61668
6 C -2.50793 -0.39031 0.46170
7 O -3.63967 -0.88068 0.08578
8 O -2.34967 0.07821 1.76593
9 H 2.64861 -0.97672 -1.19538
10 H 1.31016 -1.36794 0.03676
11 H 3.07938 -1.07709 0.61555
12 H 0.79335 1.87469 1.21854
13 H 0.53812 0.04728 1.49865
14 H -0.94562 1.90298 -0.30036
15 H 0.21740 1.07126 -1.46296
16 H -1.82366 -0.24860 -1.64081
17 H -0.75102 -1.35373 -0.64661

total charge: -1
orbital gap: 7.32 eV
LUMO: 3.517 eV
SMILES: COCCCC(=O)[O-]
2S+1: 1

---

Decreasing stability: two, one